Record 1
42
Properties=species:S:1:pos:R:3:forces:R:3:lowdin_charge:R:1 method="wB97M-V/def2-TZVPD" e_homo_ev=-8.92 e_above_lowest_kcal_mol=209.94 fmax_ha_per_bohr=0.1181 e_tot_ev=-646128.0545 charge=0 spin_multiplicity=1
H 7.097387 10.436175 -23.047831 0.519 -0.321 -0.246 0.03
H 0.705735 8.722674 -20.577505 0.159 0.028 0.275 0.06
Br 9.031512 9.808598 -18.959838 0.022 0.426 0.725 0.77
Cl 4.321889 16.140403 -16.748869 1.125 1.772 0.145 0.55
H 7.528033 15.679023 -22.850216 -0.598 -0.621 -0.323 0.04
C 1.515679 9.447951 -20.655292 0.328 -0.004 -0.688 -0.58
C 7.267138 9.259780 -16.927829 -0.845 -0.244 1.038 -0.61
Br 4.890116 14.374335 -23.929701 0.056 0.264 0.599 0.62
H 5.717322 14.161212 -21.497986 0.573 1.180 -1.956 -0.16
H 3.924793 12.000075 -20.863829 1.639 0.433 2.147 -0.28
Cl 5.833787 13.569977 -16.595315 -0.484 0.642 -0.315 0.52
Cl 4.810183 13.911069 -19.865535 -0.794 -0.588 1.694 0.75
C 5.466020 14.999599 -22.147631 1.158 1.635 -1.107 -0.81
H 6.908521 8.331846 -18.789555 1.073 -0.035 0.509 0.01
H 6.277359 16.896123 -22.877267 -0.045 0.053 0.373 0.06
C 1.572545 9.974306 -22.102115 0.242 0.154 0.747 -0.54
H 4.119574 14.395906 -18.119017 0.200 -0.667 1.237 -0.14
C 7.755945 10.248033 -22.199898 0.954 -1.552 0.421 -0.72
C 6.615469 16.003834 -22.350388 0.316 -0.167 -0.022 -0.66
C 4.878529 12.265992 -20.408016 1.415 0.107 0.958 -1.34
H 8.129781 8.827838 -20.629741 0.055 -0.759 -1.217 -0.10
Cl 6.082999 12.165213 -21.694076 -1.733 0.324 0.609 0.71
H 6.458858 9.987504 -18.810066 2.414 -0.673 1.129 -0.23
H 7.628289 11.092377 -21.522482 1.618 -1.187 -0.196 -0.09
H 1.874270 9.247885 -22.856689 0.308 0.153 0.218 0.07
Br 5.743082 8.986131 -20.534679 0.920 -1.781 -5.735 0.62
Cl 5.259613 11.147863 -19.041221 -2.700 4.823 0.315 0.55
Br 9.695898 10.225923 -22.813828 -1.345 -0.068 0.288 0.54
C 7.440530 8.908938 -21.470241 0.696 0.697 -0.445 -0.60
H 7.719214 10.130966 -16.453735 -0.338 -0.058 -0.001 0.05
H 7.712451 8.338096 -16.553268 0.041 0.230 0.003 0.06
H 4.644563 15.516033 -21.651024 -0.100 0.045 -0.604 0.03
C 7.207649 9.306871 -18.404915 1.372 -0.880 1.427 -0.86
H 7.378613 8.054628 -22.144353 0.288 0.150 0.168 0.07
Br 2.843262 11.496360 -22.049378 -3.219 -1.766 -3.357 0.87
Br 5.329611 9.126029 -16.355530 0.803 0.071 0.026 0.58
C 4.352431 14.449498 -17.055530 -0.703 -0.144 0.524 -1.64
Cl 2.976408 13.883114 -16.127030 -0.536 -1.210 0.159 0.52
H 0.623705 10.414180 -22.409215 0.003 -0.054 0.223 0.06
Br 7.448524 16.503850 -20.632666 -0.549 0.096 -0.003 0.60
Br 3.232795 8.565929 -20.094534 -4.128 -0.094 0.063 0.58
H 1.395722 10.314301 -20.004784 -0.179 -0.410 0.194 0.05


Record 2
41
Properties=species:S:1:pos:R:3:forces:R:3:lowdin_charge:R:1 method="wB97M-V/def2-TZVPD" e_homo_ev="-4.76 / -4.76" e_above_lowest_kcal_mol=5.35 fmax_ha_per_bohr=0.0197 e_tot_ev=-126550.0868 charge=-1 spin_multiplicity=1
H 1.284828 -4.575973 1.430366 -0.008 0.010 -0.017 0.09
H 3.379490 0.849208 -0.036612 0.005 -0.023 -0.014 -0.01
H 3.349896 -0.896771 -0.361253 -0.009 0.000 -0.014 -0.01
C 3.374803 0.091170 -0.819987 -0.021 0.015 0.011 -0.42
H 1.169900 -1.491521 -3.789119 0.018 0.026 0.039 0.00
F -0.421524 0.261242 -3.337961 0.087 0.082 0.048 -0.64
O 0.604937 2.741821 -0.051380 -0.076 -0.086 -0.075 -0.38
O 0.854507 3.709251 2.292971 -0.067 -0.097 0.064 -0.16
H -0.825294 1.058345 3.026449 -0.028 0.053 0.025 0.10
C 0.159930 -1.895278 -0.334048 0.056 -0.035 0.058 -0.31
H 4.266973 0.190535 -1.439438 0.003 0.008 0.001 -0.01
C 0.094393 -4.658728 -0.352058 0.013 0.024 0.002 -0.70
Te 1.591311 0.410511 -2.001860 -0.248 -0.216 0.336 1.49
Pd -0.059149 -0.002947 -0.061528 0.739 0.095 -0.684 0.59
N -1.736419 1.480991 2.803291 0.475 0.396 0.371 0.06
H -0.970596 -1.995264 -2.148505 -0.046 0.003 -0.027 0.10
O -3.083913 0.405276 1.161869 -0.291 -0.227 -0.120 -0.47
C 0.781831 -4.008341 0.657872 0.019 -0.035 -0.009 -0.15
C -2.105510 3.820805 2.016336 0.046 -0.027 0.023 -0.16
H 1.050216 4.449032 1.712860 0.068 0.148 -0.111 0.06
Br 0.045836 -6.567267 -0.365679 -0.001 0.050 0.003 0.67
H -1.067612 -4.488431 -2.146978 0.009 0.009 0.011 0.10
P 0.301251 2.477000 1.381487 -0.187 -0.376 0.108 0.25
H -2.173810 1.893337 3.620605 0.069 0.020 -0.021 0.13
H 2.935388 -1.252507 -3.592380 -0.038 -0.007 0.019 0.00
C -0.545754 -3.957035 -1.361500 -0.005 -0.042 -0.023 -0.14
H 1.370508 -2.092918 1.431290 -0.008 -0.010 0.024 0.10
P -2.862260 1.695648 0.325697 -0.180 0.506 -0.255 0.82
H 2.026686 -2.225371 -2.398941 0.033 0.036 -0.007 0.00
H -1.952597 4.490893 1.167974 -0.004 -0.006 0.008 0.08
H -2.414603 0.744344 2.262830 -0.215 -0.348 -0.104 0.02
H -1.634698 4.268319 2.896263 0.003 -0.017 -0.013 0.07
C 0.822393 -2.617542 0.656534 -0.032 0.013 -0.096 -0.11
C 1.982114 -1.375504 -3.076343 0.021 -0.003 -0.046 -0.39
O -2.028972 1.021011 -0.948468 0.272 -0.142 0.091 -0.50
H -3.187376 3.759454 2.174442 0.009 -0.003 -0.001 0.06
O -1.878620 1.896088 -2.087489 0.080 0.045 0.038 -0.15
H -1.253157 1.308724 -2.650575 -0.301 -0.136 0.154 0.00
C -0.502788 -2.569053 -1.356853 -0.020 0.040 0.074 -0.12
C -1.525517 2.454180 1.678588 -0.100 0.116 0.068 -0.57
O 0.782988 1.193279 2.021238 -0.138 0.144 0.056 -0.38


Record 3
40
Properties=species:S:1:pos:R:3:forces:R:3:lowdin_charge:R:1 method="wB97M-V/def2-TZVPD" e_homo_ev=-4.76 e_above_lowest_kcal_mol=32.92 fmax_ha_per_bohr=0.0776 e_tot_ev=-53647.6123 charge=-1 spin_multiplicity=1
C 0.328029 2.684363 -0.827112 0.520 -0.367 0.629 -0.47
H -3.137369 3.141663 -1.352514 0.143 -0.077 -0.066 0.13
C -3.297168 0.917903 1.258800 -0.313 0.148 -0.148 -0.02
C 3.748353 -3.978118 -1.428455 0.176 0.329 0.173 -0.55
O 3.098330 -4.732845 -0.489149 -0.118 0.016 -0.704 0.12
H -0.771172 3.099119 2.784727 0.142 -0.620 0.596 -0.15
O 4.155117 -2.885289 -1.243369 0.082 0.041 0.025 0.19
Nb 0.956612 3.719690 2.614002 -0.997 2.147 2.025 0.95
O -2.237991 -1.448873 -1.019787 -2.035 -2.700 -1.707 0.15
C -3.072186 2.781320 -0.323878 0.101 -0.027 0.091 -0.13
O -0.958992 4.566367 -1.156052 -0.553 3.331 -2.128 0.14
H 4.207298 -6.640202 -2.171277 -0.078 -0.019 0.192 0.14
C -0.878798 3.556775 -0.587620 0.736 -2.001 1.090 -0.62
H -1.044244 -1.073627 1.430665 -0.053 -0.061 0.061 0.08
H 0.492978 5.103068 1.510802 0.069 -0.056 -0.777 -0.13
F 0.602065 4.789869 4.277188 0.348 -1.062 -2.093 -0.66
C -1.707859 -0.536591 -0.540456 2.000 1.781 2.022 -0.60
H 0.955032 3.200675 -1.545043 -0.007 0.270 0.054 0.07
H 1.487482 2.282253 3.652418 0.246 -0.425 -0.620 -0.17
H 1.446308 -5.496049 -1.442861 -0.045 -0.094 0.109 0.17
F 2.450055 -6.893125 -0.411079 -0.071 0.017 0.023 0.07
C 2.469713 -5.784799 -1.196060 0.150 -0.177 0.431 -0.32
H -3.375951 -0.147321 1.474107 0.243 -0.041 -0.031 0.08
H 2.841857 -6.342655 -3.264848 0.027 0.201 -0.070 0.14
H -4.235467 1.362413 1.598977 -0.032 -0.044 0.008 0.09
S 1.371396 2.276579 0.640445 -0.372 0.307 0.317 0.30
H 1.740587 -1.284737 -0.230868 -0.479 0.299 0.265 -0.14
H 2.711827 4.244857 2.709586 0.295 -0.460 0.478 -0.18
H -2.504842 1.418876 1.817047 0.184 -0.310 0.036 0.08
C 3.371253 -5.973075 -2.389415 0.005 -0.142 -0.451 -0.06
O -1.862025 3.205396 0.293538 0.046 -0.883 0.015 -0.08
H -0.067429 0.216823 0.691991 -0.113 -0.026 0.156 0.00
H 0.072687 1.732516 -1.283463 -0.303 -0.023 0.136 0.05
H -3.896196 3.232759 0.229660 -0.041 -0.038 0.019 0.13
O 3.858487 -4.650079 -2.607245 -0.171 -0.119 0.289 0.07
S 0.571333 -1.955871 -0.135123 0.194 -0.467 0.004 0.73
C -0.607253 -0.712050 0.505854 0.623 0.445 -0.831 -0.43
O -2.004522 0.752734 -0.858755 -0.246 0.044 0.053 -0.01
C -3.177632 1.254182 -0.226507 -0.504 1.340 0.494 -0.32
H -4.099702 0.995103 -0.758870 0.198 -0.479 -0.162 0.15


Record 4
37
Properties=species:S:1:pos:R:3:forces:R:3:lowdin_charge:R:1 method="wB97M-V/def2-TZVPD" e_homo_ev=-11.96 fmax_ha_per_bohr=0.0595 e_tot_ev=-28862.8364 charge=+1 spin_multiplicity=1
O 1.912470 -2.043058 2.387036 -0.204 0.089 -0.398 0.00
N 2.320934 2.057135 -1.500978 -2.229 0.394 2.058 0.11
C 0.900662 3.637169 -1.739919 -0.053 -0.822 0.796 -0.04
H 1.390152 -2.142700 -0.319601 -0.090 0.022 -0.140 0.08
C 1.480302 1.974562 -0.439016 0.252 -1.244 0.855 -0.20
O -2.716867 1.865568 0.122612 1.145 -0.045 -0.448 -0.10
C 1.607165 0.929048 0.683507 -0.256 1.006 -0.040 0.04
H -0.578270 2.655391 1.276530 0.246 0.494 -0.755 0.14
H 2.479051 1.217834 1.318265 -0.525 -0.466 -0.525 0.12
C 0.404424 -4.950765 0.886800 -0.073 0.175 -0.195 -0.04
F -1.221764 -0.495843 -1.840351 -1.254 0.421 -0.031 0.08
H 0.316206 4.493890 -2.123240 0.689 -0.723 0.226 0.16
H 1.742551 -4.006400 2.861927 -0.023 -0.012 -0.034 0.14
F -3.326538 0.271593 -2.015439 0.957 -0.484 0.541 0.17
C -1.922327 2.866007 -0.494284 0.017 1.128 0.314 -0.15
H -2.516737 0.018193 0.969377 0.226 0.487 -0.844 0.16
H 0.834490 -5.331544 -0.041732 -0.075 -0.135 0.057 0.09
C -2.423708 -0.263182 -1.186142 0.717 -0.710 0.880 -0.51
H -0.684902 -4.990262 0.824277 0.035 -0.159 -0.009 0.09
H -0.125669 -1.801334 0.543328 -0.027 0.035 -0.139 0.08
C -2.108262 0.588183 0.094974 -0.651 -0.680 0.607 -0.08
C 0.473633 -2.587631 0.076822 0.164 0.028 0.299 -0.05
C 1.530654 -3.181142 2.165074 -0.064 -0.127 -0.056 -0.33
H 0.736137 -5.575300 1.714759 0.018 0.105 -0.011 0.09
H -1.624585 2.618211 -1.542178 -0.278 -0.076 0.689 0.13
H -0.090103 -3.047263 -0.732230 0.031 -0.011 0.081 0.09
C -0.606379 3.252028 0.337783 -1.082 -0.443 -0.736 -0.03
H 1.713624 -0.099060 0.277046 0.029 0.747 0.370 0.07
H -0.638530 4.339933 0.587547 0.383 -0.952 -0.256 0.14
N 0.823336 -3.573483 1.079010 0.229 0.032 0.390 -0.19
H 0.710953 0.981754 1.349813 0.833 -0.204 -0.618 0.08
H -1.001650 0.589569 0.222558 -0.736 0.213 -0.253 0.10
H -2.542377 3.791215 -0.534849 0.218 -0.860 -0.005 0.14
N 0.552341 2.946165 -0.547256 1.589 0.230 -0.656 0.01
F -2.842917 -1.502734 -0.775073 0.111 1.138 -0.692 0.11
H 3.095766 1.415198 -1.665126 -0.200 0.563 -0.361 0.20
N 1.946731 3.083059 -2.281629 -0.069 0.851 -0.961 0.10